Record 1
The following is a quantum chemistry calculation of an isolated ion of composition C6H3S2 and charge -1 at a distorted geometry, from OMol25.

Values from the calculation:
<S²>: 2.053
Lowest unoccupied orbital energy (spin up / spin down): 3.47 / 2.44 eV
Molecular weight: 139.2 g/mol
Charge: -1
E_HOMO (spin up / spin down): -1.63 / -3.63 eV
Spin multiplicity: 3

Atoms and positions in Å:
C 0.03907 0.01773 -0.01549
C 0.69004 -1.21060 0.10388
C 0.59999 1.26374 -0.31685
C 2.03278 -1.48874 0.17940
C 1.94403 1.24675 -0.26546
C 3.01126 0.52916 -0.13839
S 3.14327 -2.64844 -0.02641
S 3.43563 2.23588 0.20966
H -0.89918 -0.32630 -0.30038
H 0.08209 -2.15311 0.07788
H 0.07548 2.28227 -0.28752

=====

Record 2
The following is a quantum chemistry calculation of the molecule C6H4 at a distorted geometry, from OMol25.

Values from the calculation:
Lowest unoccupied orbital energy (spin up / spin down): -0.61 / -0.61 eV
Molecular weight: 76.1 g/mol
Energy above the lowest of the compared OMol25 structures with the same formula, charge and spin: 84.6 kcal/mol
E_HOMO (spin up / spin down): -8.21 / -8.22 eV

Atoms and positions in Å:
C -1.52064 0.42957 0.00445
C -0.70034 1.39509 -0.05208
C -1.44192 -0.90874 -0.01412
C -0.08682 -1.27822 -0.08745
C 0.97168 -0.30629 -0.09204
C 0.58708 1.25369 -0.02093
H -2.34372 -1.62016 -0.10586
H 1.15213 -0.34806 1.07007
H 1.86050 -0.71246 -0.53467
H 1.52205 2.09557 -0.16738

=====

Record 3
The following is a quantum chemistry calculation of the molecule C6H4 at a distorted geometry, from OMol25.

Values from the calculation:
Lowest unoccupied orbital energy (spin up / spin down): -0.83 / -0.91 eV
Molecular weight: 76.1 g/mol
Energy above the lowest of the compared OMol25 structures with the same formula, charge and spin: 80.1 kcal/mol
E_HOMO (spin up / spin down): -8.78 / -8.02 eV

Atoms and positions in Å:
C 1.27687 -0.26512 0.94994
C 0.08712 0.02500 1.45834
C -0.87896 0.56223 0.40413
C -1.40242 -0.25299 -0.52730
C -0.10150 0.41980 -0.83355
C 1.25197 -0.10911 -0.38816
H -0.27520 -0.20574 2.47579
H -2.03947 -1.07352 -0.81104
H -0.06795 1.06378 -1.79374
H 2.14953 -0.16435 -0.93442

=====

Record 4
The following is a quantum chemistry calculation of C6H40O14 as an isolated structure at a distorted geometry, from OMol25.

Values from the calculation:
Lowest unoccupied orbital energy: -0.23 eV
Molecular weight: 336.4 g/mol
Energy above the lowest of the compared OMol25 structures with the same formula, charge and spin: 399.8 kcal/mol
E_HOMO: -8.76 eV

Atoms and positions in Å:
O 2.68727 0.72671 2.60373
H 1.80391 0.53825 2.92057
H 2.85682 1.62547 2.88603
O 1.89026 -2.81677 -0.11718
H 1.68412 -2.90042 -1.04817
H 2.36528 -1.98847 -0.05004
O -2.03614 2.17245 -1.64147
H -2.22110 2.81993 -0.96118
H -1.39125 1.58613 -1.24577
O 3.05417 1.53829 0.38899
H 3.35550 2.23210 0.97555
H 3.03281 0.75350 0.93662
O 3.03180 -0.93883 -0.28107
H 2.81486 -0.50424 -1.10587
H 3.88429 -0.57843 -0.03689
O -2.04022 2.53243 1.82575
H -1.19475 2.16067 1.57434
H -2.52747 2.59767 1.00443
O -2.93706 -1.08829 -1.06586
H -3.68091 -0.63481 -0.66929
H -2.59680 -0.47066 -1.71315
O 1.20597 2.43151 -0.90567
H 1.16562 3.37138 -0.72888
H 1.94580 2.12071 -0.38386
O -0.19691 -2.07804 2.58599
H 0.59961 -2.56967 2.38575
H -0.78801 -2.72518 2.97075
O -2.18069 -0.61991 3.42052
H -2.08703 -1.33369 2.78966
H -3.00804 -0.19946 3.18612
O 0.08624 -0.37947 3.69302
H 0.00898 -1.28189 3.38334
H -0.80361 -0.03069 3.64042
O -0.85900 -2.74718 -0.56906
H -1.71623 -2.33447 -0.46394
H -0.40312 -2.56623 0.25293
C 0.91678 -0.19307 0.13660
C -0.57103 0.21143 0.07465
C -1.15426 0.12871 1.60155
O -0.67795 1.58004 -0.29249
H 1.33271 -0.24258 -0.86971
H 0.85753 -1.22129 0.49348
H 1.55105 0.30301 0.87124
H -1.08230 -0.47615 -0.59910
H -1.25586 -0.89740 1.95493
H -2.21069 0.38569 1.67914
H -0.49123 0.73251 2.22115
H 0.09301 1.96888 -0.71205
C 1.02034 -0.03024 -2.60616
C -0.12441 -0.18889 -3.68261
C -1.53590 -0.49024 -2.98531
O -0.18471 1.04211 -4.31120
H 1.20968 -0.85397 -1.91789
H 0.90123 0.74307 -1.84727
H 1.95266 0.23361 -3.10540
H 0.16935 -1.01436 -4.33099
H -2.02206 -1.20648 -3.64768
H -2.17087 0.37811 -2.80963
H -1.43622 -1.03843 -2.04848
H 0.10815 1.72552 -3.70393

=====

Record 5
The following is a quantum chemistry calculation of a 14-piece molecular cluster, C6H41NO13 overall at a distorted geometry, from OMol25.

Values from the calculation:
Lowest unoccupied orbital energy: 0.13 eV
Molecular weight: 335.4 g/mol
Energy above the lowest of the compared OMol25 structures with the same formula, charge and spin: 54.2 kcal/mol
E_HOMO: -8.67 eV

Atoms and positions in Å:
C -0.45394 -2.42175 2.01368
C -1.07766 -3.32973 0.98576
N -1.99108 -2.57296 0.11933
C -2.44625 -3.58590 -0.90085
C -0.23828 -1.77281 -1.66795
C -1.31150 -1.47784 -0.59196
C -2.33841 -0.56875 -1.37802
H -1.16889 -1.82443 2.59955
H -0.05523 -2.95696 2.86877
H 0.41181 -1.83154 1.70445
H -0.27640 -3.82026 0.40391
H -1.62187 -4.10908 1.50588
H -2.77450 -3.06216 -1.79251
H -1.60680 -4.25701 -1.09656
H -3.26711 -4.21761 -0.57389
H 0.24497 -0.80477 -1.71860
H 0.53627 -2.44159 -1.36404
H -0.77308 -2.04140 -2.58063
H -0.92067 -0.75275 0.13095
H -1.78691 0.17317 -1.91745
H -2.86822 -1.26210 -2.02710
H -3.02151 -0.17120 -0.62668
H 4.41359 2.09149 1.53555
H 3.35569 1.15797 2.06636
O 3.56557 2.09416 2.01129
H -3.84436 1.93206 1.93184
H -3.24247 0.51644 2.02679
O -3.16535 1.41305 2.36297
H 1.05903 0.99871 -2.72598
H 1.68389 2.04608 -1.70255
O 0.92124 1.48489 -1.89711
H 1.78541 -3.72723 -0.73263
H 3.28835 -4.02574 -0.59999
O 2.65075 -3.44528 -1.04239
H 3.25005 -0.28476 -0.70800
H 3.57073 -1.20709 -1.82048
O 3.98773 -0.51509 -1.30203
H -1.52919 2.35748 -1.78036
H -2.67097 3.33594 -2.36374
O -2.40818 2.44634 -2.16294
H -5.03116 -1.99803 1.20610
H -5.05425 -1.23764 -0.07450
O -5.08459 -1.09180 0.86796
H -0.61531 1.21744 4.57801
H 0.49863 2.15462 4.32990
O 0.27224 1.44022 4.92331
H 3.62424 1.00538 -2.23230
H 4.19529 1.27097 -3.61686
O 3.52303 1.58671 -3.01416
H 2.44650 2.97644 0.52551
H 3.48428 3.29314 -0.60170
O 2.58490 2.97141 -0.44575
H 1.06277 0.57372 0.03476
H 1.21715 0.83277 1.56721
O 1.31661 0.17177 0.87536
H 0.57241 5.13726 -0.18314
H 1.17949 3.98288 -0.83583
O 0.29402 4.36156 -0.66962
H 0.12105 3.82562 1.17565
H 0.64999 4.20424 2.60800
O 0.87647 3.76134 1.78951

=====

Record 6
The following is a quantum chemistry calculation of a 14-piece molecular cluster, C6H41NO13S overall at a distorted geometry, from OMol25.

Values from the calculation:
Lowest unoccupied orbital energy: -0.01 eV
Molecular weight: 367.5 g/mol
Energy above the lowest of the compared OMol25 structures with the same formula, charge and spin: 36.8 kcal/mol
E_HOMO: -9.54 eV

Atoms and positions in Å:
C -0.63885 -0.19902 1.11137
C -0.10181 -0.31171 2.56074
S -1.62472 -0.47767 3.61632
N 0.19937 0.76313 0.42057
C -0.21953 0.94947 -0.97150
C 0.91689 1.43143 -1.86123
C 1.30928 2.89565 -1.64689
C 0.42733 1.27792 -3.32749
H -0.61655 -1.20072 0.68897
H -1.65484 0.17419 1.29873
H 0.44629 0.54705 2.94148
H 0.51977 -1.18965 2.71356
H -1.66856 -1.57635 4.38848
H 0.20069 1.68557 0.82426
H -1.09283 1.57315 -1.22605
H -0.53020 -0.01156 -1.40508
H 1.82218 0.82783 -1.93577
H 2.35083 3.05386 -1.33402
H 0.79594 3.36678 -0.80734
H 1.14005 3.59512 -2.46789
H 0.97983 1.86933 -4.05230
H 0.46536 0.20315 -3.52589
H -0.63522 1.52040 -3.48609
H 0.13200 -4.00326 -2.55878
H -0.87584 -4.16410 -1.51313
O -0.02212 -4.56458 -1.78888
H -2.34301 3.39435 1.06408
H -3.36944 4.06250 0.18567
O -3.08318 3.99611 1.10076
H 1.99158 -1.38150 0.13662
H 2.21066 -0.01690 0.53271
O 2.72378 -0.84299 0.49241
H 2.84205 -2.97142 -1.51266
H 1.61919 -3.72268 -1.02016
O 1.98909 -2.82558 -1.08721
H -3.88810 -1.96564 1.04770
H -4.50033 -1.28034 -0.27968
O -3.78573 -1.78717 0.10954
H 4.58462 1.94877 -0.41611
H 3.38618 2.04727 0.49094
O 4.34590 2.04256 0.51060
H -0.16084 2.42486 2.49607
H -0.98249 3.46575 3.16994
O -0.66665 3.21992 2.29500
H -2.92159 -2.94482 -2.37143
H -2.75111 -2.88455 -0.81029
O -2.29791 -3.08493 -1.65858
H -3.19341 -0.22033 -1.43007
H -2.49965 -0.40285 -2.77285
O -3.16979 0.12457 -2.32621
H 5.00658 -0.01532 -1.01950
H 3.49371 -0.40650 -1.19646
O 4.26176 0.01320 -1.61856
H 3.12179 0.29652 3.02641
H 3.08997 -1.17160 3.23269
O 2.97487 -0.35105 3.72696
H 0.74512 -3.72001 2.76143
H 0.55457 -4.01779 1.30470
O 0.06376 -3.99003 2.13524
H -4.26671 2.25058 1.29017
H -3.21004 1.09919 1.07139
O -3.93990 1.58247 0.68261

=====

What did the first record say?
The following is a quantum chemistry calculation of an isolated ion of composition C6H3S2 and charge -1 at a distorted geometry, from OMol25.

Values from the calculation:
<S²>: 2.053
Lowest unoccupied orbital energy (spin up / spin down): 3.47 / 2.44 eV
Molecular weight: 139.2 g/mol
Charge: -1
E_HOMO (spin up / spin down): -1.63 / -3.63 eV
Spin multiplicity: 3

Atoms and positions in Å:
C 0.03907 0.01773 -0.01549
C 0.69004 -1.21060 0.10388
C 0.59999 1.26374 -0.31685
C 2.03278 -1.48874 0.17940
C 1.94403 1.24675 -0.26546
C 3.01126 0.52916 -0.13839
S 3.14327 -2.64844 -0.02641
S 3.43563 2.23588 0.20966
H -0.89918 -0.32630 -0.30038
H 0.08209 -2.15311 0.07788
H 0.07548 2.28227 -0.28752